(1)
The following is a DFT calculation (ωB97M-V with the def2-TZVPD basis set) of an isolated molecule of C23H27N3O4S.

Structure (ORCA input):
```
! wB97M-V def2-TZVPD RIJCOSX def2/J DEFGRID3
* xyz 0 1
C 5.11603 -6.86035 0.93715
C 4.01019 -6.22742 0.12620
O 3.29928 -6.86661 -0.61724
N 3.86982 -4.87541 0.29434
C 4.69744 -4.06701 1.18666
C 4.17827 -2.62407 1.06059
C 3.06767 -2.74281 0.06092
C 2.24338 -1.76517 -0.44699
C 1.28541 -2.14114 -1.37612
S 0.14771 -0.91830 -2.01440
O 0.68134 0.40067 -1.76205
O -0.20488 -1.24786 -3.36789
C -1.34129 -1.10425 -0.96792
C -1.02726 -0.59885 0.43034
C -2.23530 0.07789 1.07289
O -2.84239 -0.45662 1.98224
N -2.61202 1.26583 0.55560
C -1.91637 2.07856 -0.41739
C -1.44973 3.39229 0.22800
N -2.59237 4.07865 0.78399
C -2.59392 5.46463 0.90998
C -1.44072 6.23494 0.74629
C -1.49642 7.61484 0.81585
C -2.69360 8.26322 1.05849
C -3.84441 7.50995 1.22404
C -3.79961 6.13335 1.14612
C -3.25924 3.26576 1.77930
C -3.74115 1.96622 1.13562
C 1.14851 -3.45147 -1.79252
C 1.97513 -4.44196 -1.28519
C 2.93324 -4.07375 -0.35071
H 6.08034 -6.43055 0.67521
H 5.12997 -7.92487 0.72086
H 4.94646 -6.71510 2.00174
H 5.74710 -4.13981 0.88802
H 4.60732 -4.43482 2.21269
H 3.80948 -2.24181 2.01342
H 4.95351 -1.94340 0.70694
H 2.33453 -0.72931 -0.16272
H -1.61646 -2.15398 -0.99130
H -2.11463 -0.52263 -1.46418
H -0.19298 0.10213 0.37512
H -0.74096 -1.42649 1.08083
H -2.62038 2.32132 -1.22232
H -1.05776 1.56908 -0.84937
H -0.69200 3.16720 0.99710
H -0.99618 4.00726 -0.54903
H -0.48616 5.76094 0.57825
H -0.58844 8.18668 0.68852
H -2.73164 9.34027 1.11615
H -4.78978 8.00069 1.40537
H -4.71464 5.56967 1.24979
H -2.56340 3.01456 2.59787
H -4.10338 3.80523 2.20428
H -4.46342 2.19155 0.34416
H -4.19897 1.31251 1.87903
H 0.40004 -3.68257 -2.53358
H 1.88432 -5.46638 -1.60320
*
```

Here are the Mulliken charges for atoms 1 to 4, given in e: atom 1 (C): -1.330, atom 2 (C): 0.861, atom 3 (O): -0.623, atom 4 (N): 0.164



(2)
The following is a DFT calculation (ωB97M-V with the def2-TZVPD basis set) of an isolated molecule of C23H27N3O5S.

Structure (ORCA input):
```
! wB97M-V def2-TZVPD RIJCOSX def2/J DEFGRID3
* xyz 0 1
C -0.77856 4.19872 -2.74574
C 0.61930 3.81314 -2.26759
O 0.86971 2.42810 -2.19057
C 1.00743 1.73313 -3.41820
C -0.28772 1.07139 -3.91515
C -0.98038 0.24915 -2.83348
N -0.28768 -0.98993 -2.56953
C -0.89961 -2.08641 -2.08511
S -2.55292 -2.23807 -2.13032
N -0.10934 -3.07726 -1.59136
C -0.68217 -4.36614 -1.24343
C -0.95716 -4.49544 0.21791
C -1.98613 -4.03572 0.98610
C -1.68292 -4.41069 2.31859
C -0.49381 -5.06756 2.26185
O -0.04150 -5.12183 0.99636
C 1.24042 -2.80633 -1.11314
C 1.29754 -1.56985 -0.24965
C 0.61107 -1.44995 0.90996
C 0.60461 -0.23507 1.65336
C -0.11493 -0.07697 2.84108
C -0.12428 1.12994 3.50702
C 0.61656 2.21634 2.99652
C 1.31563 2.07966 1.81081
C 1.31692 0.86470 1.13268
N 2.01469 0.70329 -0.03104
C 2.06250 -0.44392 -0.77309
O 2.69011 -0.47550 -1.82753
O 0.67391 3.41769 3.64091
C 0.20134 3.37733 4.97178
C -1.09639 2.57683 5.04562
O -0.86437 1.24150 4.65492
H -1.52952 3.63351 -2.19962
H -0.93788 5.25920 -2.56777
H -0.89724 4.00957 -3.80936
H 0.76045 4.16834 -1.24189
H 1.37354 4.29332 -2.91039
H 1.76329 0.96465 -3.22906
H 1.39581 2.40713 -4.19261
H -0.04080 0.43248 -4.76439
H -0.98973 1.83153 -4.25731
H -1.99828 -0.00459 -3.14087
H -1.03491 0.84647 -1.91252
H 0.71910 -0.94759 -2.59420
H -1.61847 -4.46384 -1.79781
H 0.01609 -5.14932 -1.55360
H -2.84299 -3.49860 0.63549
H -2.27197 -4.21907 3.19202
H 0.11103 -5.52757 3.01788
H 1.93514 -2.68118 -1.95364
H 1.55715 -3.67630 -0.53461
H 0.02227 -2.27343 1.28570
H -0.68197 -0.89990 3.24541
H 1.86300 2.92709 1.43037
H 2.44681 1.51731 -0.45355
H 0.04954 4.41362 5.27620
H 0.95477 2.90858 5.61907
H -1.48141 2.53807 6.06527
H -1.84470 3.03624 4.38521
*
```

Here are the Mulliken charges for atoms 1 to 4, given in e: atom 1 (C): -1.232, atom 2 (C): -0.273, atom 3 (O): -0.170, atom 4 (C): -0.815



(3)
The following is a DFT calculation (ωB97M-V with the def2-TZVPD basis set) of an isolated molecule of C23H27N5O3.

Structure (ORCA input):
```
! wB97M-V def2-TZVPD RIJCOSX def2/J DEFGRID3
* xyz 0 1
C 5.87062 0.24040 2.76026
O 5.19682 0.15483 1.52575
C 5.83525 -0.40243 0.44821
C 7.17590 -0.77123 0.48616
C 7.79222 -1.33382 -0.61756
C 7.07608 -1.54890 -1.78025
C 5.74329 -1.19274 -1.82143
C 5.09839 -0.61249 -0.73184
C 3.64634 -0.30615 -0.95186
O 3.04076 -0.82719 -1.86909
N 3.10623 0.60134 -0.09566
C 1.80035 1.09648 -0.05218
C 1.52468 2.02907 0.96538
C 0.28141 2.60180 1.11800
C -0.70174 2.22063 0.21919
C -0.43896 1.28517 -0.80505
C 0.81782 0.71195 -0.95070
N -1.58212 1.09679 -1.53599
C -2.49277 1.86391 -1.00069
C -3.91167 1.85874 -1.47321
N -4.65294 0.66807 -1.07835
C -4.17661 -0.52286 -1.77643
C -4.65970 -1.79918 -1.09853
N -4.14401 -1.88095 0.25282
C -4.16677 -2.99510 1.02131
C -4.66365 -4.25605 0.34896
O -3.80192 -2.97769 2.18266
C -3.77392 -0.61491 0.85561
C -4.74045 0.45858 0.36195
N -2.02324 2.57683 0.07504
C -2.68432 3.53988 0.90872
H 6.72098 0.92749 2.70859
H 5.13673 0.63006 3.46463
H 6.20988 -0.74156 3.10101
H 7.75618 -0.61950 1.38235
H 8.83577 -1.60495 -0.55793
H 7.54963 -1.99157 -2.64250
H 5.15163 -1.35940 -2.70905
H 3.70805 0.93338 0.64501
H 2.31834 2.29952 1.64785
H 0.08919 3.31245 1.90779
H 1.01819 -0.00129 -1.73000
H -4.45774 2.73026 -1.10456
H -3.91212 1.88790 -2.56551
H -3.07905 -0.53654 -1.83973
H -4.57437 -0.48804 -2.79566
H -5.75874 -1.81451 -1.09013
H -4.30878 -2.65325 -1.68278
H -3.99549 -4.54234 -0.46042
H -5.66364 -4.11183 -0.05340
H -4.68271 -5.05162 1.08854
H -3.83020 -0.73711 1.93988
H -2.74214 -0.35722 0.58902
H -4.56030 1.39755 0.88560
H -5.76454 0.14036 0.59459
H -3.66344 3.78743 0.50404
H -2.80610 3.14862 1.92301
H -2.08663 4.45295 0.95858
*
```

Here are the Mulliken charges for atoms 1 to 4, given in e: atom 1 (C): -0.995, atom 2 (O): -0.480, atom 3 (C): 1.001, atom 4 (C): -0.532



What did we get for E_LUMO? Answer: 0.40, 0.21, 0.59 eV, in the order shown.
What did we get for frontier orbital gap? Answer: 8.3, 7.9, 8.4 eV, in the order shown.
What did we get for energy above the lowest of the compared OMol25 structures with the same formula, charge and spin? Answer: 35.6, 71.2, 34.8 kcal per mole, in the order shown.